Molecular formula: C32H39CdN4O4P2
Method: DFT, ωB97M-V/def2-TZVPD

- LUMO level (alpha / beta): -1.851 / -1.851 eV
- E_HOMO (alpha / beta): -0.3534 / -0.3535 hartree
- Charge: +1
- E: -2613.088649 hartree
- Frontier orbital gap (alpha / beta): 7.8 / 7.8 eV

Last column: Mulliken charge in e.
CARTESIAN COORDINATES (ANGSTROEM)
1 Cd -0.01913 -0.13748 -0.01062  4.947
2 N 0.84847 -0.00026 2.11133  -0.613
3 C -0.02479 0.36230 3.24088  -0.351
4 C -1.12556 -0.67381 3.46631  -0.849
5 C -2.22242 -0.68315 2.40132  -0.590
6 N -1.76320 -1.29229 1.13684  -0.654
7 H 1.29178 -0.90005 2.28098  0.308
8 H 1.61774 0.65894 2.03099  -0.073
9 H -0.49142 1.32582 3.01937  0.127
10 H 0.55256 0.47498 4.16347  0.437
11 H -1.59199 -0.46575 4.42928  0.387
12 H -0.67366 -1.66990 3.53229  0.338
13 H -2.52430 0.34348 2.18280  0.195
14 H -3.09386 -1.21142 2.79883  0.449
15 H -2.54310 -1.35217 0.48840  0.274
16 H -1.46841 -2.24882 1.30919  0.238
17 C -1.21517 -2.89504 -3.27743  -1.623
18 C -0.52316 -1.94035 -2.35438  0.171
19 N -1.09680 -0.87813 -1.89575  0.343
20 O -2.46345 -0.78696 -2.18879  -0.581
21 C 0.84382 -2.20847 -1.92002  0.193
22 C 1.77930 -3.05622 -2.72429  -1.717
23 N 1.18539 -1.68932 -0.76474  0.367
24 O 2.34506 -1.85649 -0.26095  -0.770
25 H -2.28468 -2.89762 -3.08197  0.480
26 H -0.81427 -3.89845 -3.15717  0.394
27 H -1.06455 -2.58644 -4.31395  0.297
28 H -2.68506 0.10862 -1.91486  0.333
29 H 1.63561 -2.89439 -3.79283  0.381
30 H 1.65868 -4.12214 -2.51680  0.362
31 H 2.79791 -2.78456 -2.45068  0.405
32 O 1.53126 1.29302 -0.92229  -1.624
33 P 2.19458 2.50624 -0.36432  -0.040
34 C 0.98124 3.55955 0.52802  -1.404
35 P -0.68105 3.24646 -0.17742  0.524
36 O -1.15826 1.86064 0.14383  -1.154
37 C -1.76986 4.46838 0.58041  0.451
38 C -3.12810 4.30727 0.30288  -0.596
39 C -4.06328 5.13553 0.89724  -0.693
40 C -3.64616 6.12941 1.77393  -0.484
41 C -2.29684 6.30024 2.04292  -0.757
42 C -1.35556 5.47170 1.44886  -0.215
43 C -0.63516 3.58702 -1.94271  0.467
44 C -0.56490 4.90181 -2.39892  -0.670
45 C -0.57627 5.16217 -3.75840  -0.740
46 C -0.67534 4.11304 -4.66353  -0.574
47 C -0.76059 2.80419 -4.20874  -0.498
48 C -0.74019 2.53608 -2.84951  -0.354
49 C 3.49916 2.11513 0.81730  0.786
50 C 3.64274 2.70921 2.06835  0.062
51 C 4.68227 2.31868 2.89950  -0.732
52 C 5.57594 1.34140 2.48500  -0.497
53 C 5.43130 0.74468 1.23883  -0.773
54 C 4.39620 1.12849 0.40484  -0.729
55 C 2.89798 3.51925 -1.67182  0.729
56 C 3.58905 4.69570 -1.39270  -0.745
57 C 4.11465 5.44243 -2.43299  -0.794
58 C 3.95718 5.01289 -3.74497  -0.535
59 C 3.28248 3.83205 -4.02051  -0.628
60 C 2.75383 3.07919 -2.98349  -0.385
61 H 1.26555 4.60997 0.45543  0.940
62 H 0.91713 3.26926 1.57908  0.759
63 H -3.43840 3.52489 -0.38020  0.408
64 H -5.11572 5.00825 0.68134  0.422
65 H -4.37571 6.77083 2.25010  0.410
66 H -1.97493 7.08081 2.71957  0.430
67 H -0.30603 5.61977 1.67042  0.323
68 H -0.50663 5.71804 -1.68667  0.434
69 H -0.52767 6.18308 -4.11321  0.461
70 H -0.69902 4.31965 -5.72543  0.434
71 H -0.85004 1.98738 -4.91358  0.496
72 H -0.78612 1.51730 -2.48730  0.314
73 H 2.95999 3.48217 2.40177  0.410
74 H 4.79493 2.77922 3.87223  0.434
75 H 6.38692 1.04416 3.13632  0.411
76 H 6.12292 -0.02365 0.92069  0.434
77 H 4.25458 0.65070 -0.55773  0.379
78 H 3.72613 5.01788 -0.36551  0.409
79 H 4.65630 6.35562 -2.22436  0.437
80 H 4.37197 5.59818 -4.55509  0.422
81 H 3.17198 3.49445 -5.04266  0.460
82 H 2.23084 2.15089 -3.17281  0.368